(1)
Density functional theory data (ωB97M-V with the def2-TZVPD basis set) for C12H6Cl3IrO7S6Sb as an isolated structure.

Geometry as XYZ:
```
36
Properties=species:S:1:pos:R:3:lowdin_charge:R:1
Ir 1.3064 -1.0291 -0.8466 0.979
S 1.6995 1.2527 4.4179 -0.299
Sb 3.0422 -0.0113 2.9873 0.451
S 3.3428 -2.6005 -0.3226 0.026
S 3.7940 -0.9058 -1.2280 0.087
S 4.9719 1.2200 3.6351 -0.511
O -1.2267 -0.8950 2.1583 -0.281
S -0.3371 -0.1882 1.2682 0.424
O 1.0645 -0.6230 1.4026 -0.598
O -0.7909 -0.2228 -0.1211 -0.391
C -0.3464 1.5156 1.7896 -0.292
C -1.3715 1.9377 2.6210 -0.072
C -1.3898 3.2418 3.0837 -0.077
C -0.3583 4.1049 2.7479 -0.072
C 0.6814 3.6626 1.9474 -0.061
C 0.6793 2.3692 1.4519 -0.277
S 2.0234 1.9167 0.3524 0.460
O 2.6180 3.1705 -0.0401 -0.287
O 3.0044 1.0861 1.0751 -0.629
O 1.4300 1.2260 -0.7826 -0.437
H -2.1183 1.2112 2.9031 0.110
H -2.1936 3.5799 3.7214 0.098
H -0.3570 5.1164 3.1263 0.100
H 1.5200 4.2893 1.6932 0.114
Cl -4.6078 -4.0349 -3.6656 0.624
C -3.0134 -3.3940 -3.4438 -0.699
C -2.4007 -3.5203 -2.2065 -0.137
C -1.1323 -3.0128 -2.0313 -0.546
Cl -0.3427 -3.1435 -0.4976 0.774
C -0.4132 -2.3259 -3.0548 -0.506
O 0.7625 -1.8589 -2.9126 -0.219
C -1.1153 -2.2437 -4.2866 -0.599
Cl -0.3098 -1.4516 -5.5858 0.695
C -2.3731 -2.7649 -4.4985 -0.152
H -2.9088 -4.0035 -1.3882 0.103
H -2.8335 -2.6712 -5.4700 0.098
```

⟨S²⟩: 0.887
Max |F|: 4.35 eV/A
Charge: -2
Lowest unoccupied orbital energy (spin up / spin down): 2.4 / 2.6 eV
Multiplicity: 2
HOMO (spin up / spin down): -0.18 / -0.27 eV
Energy above the lowest of the compared OMol25 structures with the same formula, charge and spin: 30.5 kcal/mol
Frontier orbital gap (spin up / spin down): 2.60 / 2.91 eV

***

(2)
Density functional theory data (ωB97M-V with the def2-TZVPD basis set) for a 2-piece molecular cluster, C5H12N4 overall.

Geometry as XYZ:
```
21
Properties=species:S:1:pos:R:3:lowdin_charge:R:1
C -2.6193 -0.3200 -0.7573 -0.091
C -2.0133 -0.1230 0.6136 -0.124
C 1.0750 -1.0007 -0.1723 -0.503
C 1.3280 0.4573 -0.3070 -0.526
C 1.3157 1.0210 1.2942 -0.063
H -2.2635 0.5041 -1.2949 0.045
H -3.6510 -0.1159 -0.6029 0.048
H -2.4331 -1.3726 -1.1965 0.109
H -2.6687 0.7251 1.1476 0.144
H -0.5056 -2.3290 0.4122 0.206
H 2.0032 -2.6039 -0.1469 0.041
H 2.4381 0.4169 -0.5823 0.118
H 1.7451 2.1152 1.0827 0.084
H 2.1828 0.4365 2.0142 0.140
H 0.3957 1.0307 1.8355 -0.001
H 0.4895 2.1295 -0.7330 0.098
H 1.3580 1.3063 -2.4364 0.250
N -0.7879 -0.4555 1.1537 -0.019
N -0.0909 -1.3094 0.3260 -0.031
N 2.2517 -1.6065 -0.4413 0.080
N 0.4506 1.0940 -1.2087 -0.005
```

Max |F|: 7.19 eV/A
Lowest unoccupied orbital energy: 0.3 eV
HOMO: -8.39 eV
Energy above the lowest of the compared OMol25 structures with the same formula, charge and spin: 177.4 kcal/mol
Frontier orbital gap: 8.73 eV

***

(3)
Density functional theory data (ωB97M-V with the def2-TZVPD basis set) for C26H44BF5GaN2P2 as an isolated structure.

Geometry as XYZ:
```
81
Properties=species:S:1:pos:R:3:lowdin_charge:R:1
Ga 0.0369 1.0500 0.0711 0.859
C 4.8264 0.7495 -1.2096 -0.083
C 4.3767 1.0173 0.2349 -0.694
C 4.1350 2.5225 0.3705 -0.097
C 5.4698 0.6096 1.2301 -0.073
P 2.7257 0.1983 0.5277 1.116
C 2.5656 0.2741 2.3774 -0.269
N 1.1727 0.2918 2.7804 -0.003
B 0.0287 0.4035 1.9576 -0.637
N -1.1319 0.3398 2.7525 0.008
C -2.5128 0.4037 2.2988 -0.250
P -2.6191 0.6859 0.4545 1.132
C -4.0602 1.8771 0.3653 -0.670
C -5.2850 1.4395 1.1834 -0.073
C -3.5544 3.2159 0.9249 -0.085
C -4.4632 2.0932 -1.1007 -0.079
C -3.0011 -0.9865 -0.2685 -0.690
C -4.3664 -1.5662 0.1000 -0.073
C -1.8959 -1.9253 0.2287 -0.099
C -2.8692 -0.9056 -1.8007 -0.079
C -0.7038 0.2099 4.0859 -0.145
C -1.4351 0.1352 5.2580 -0.004
C -0.7329 0.0393 6.4554 -0.076
C 0.6620 0.0203 6.4754 -0.076
C 1.3999 0.0971 5.2977 -0.004
C 0.7034 0.1942 4.1052 -0.145
C 2.8031 -1.6400 0.1901 -0.690
C 2.4956 -1.8508 -1.3000 -0.087
C 4.1336 -2.3050 0.5461 -0.079
C 1.7054 -2.3239 1.0110 -0.086
H 5.7106 1.3588 -1.4180 0.097
H 4.0566 1.0303 -1.9348 0.085
H 5.1004 -0.2916 -1.3814 0.066
H 5.0821 3.0467 0.2037 0.100
H 3.7702 2.8114 1.3610 0.086
H 3.4297 2.8724 -0.3729 0.053
H 6.3423 1.2447 1.0461 0.097
H 5.7899 -0.4210 1.1155 0.063
H 5.1758 0.7663 2.2714 0.079
H 3.0917 1.1535 2.7461 0.095
H 3.0631 -0.6010 2.8000 0.099
H -3.0252 1.2245 2.7965 0.086
H -3.0457 -0.5138 2.5578 0.102
H -5.0342 1.1169 2.1967 0.076
H -5.8477 0.6447 0.7026 0.068
H -5.9548 2.3001 1.2788 0.096
H -3.2046 3.1511 1.9583 0.085
H -4.3898 3.9218 0.9099 0.098
H -2.7546 3.6347 0.3203 0.062
H -4.9669 1.2211 -1.5169 0.070
H -3.6058 2.3437 -1.7331 0.074
H -5.1694 2.9290 -1.1525 0.099
H -4.5935 -1.4901 1.1659 0.081
H -4.3771 -2.6287 -0.1618 0.094
H -5.1701 -1.0873 -0.4586 0.078
H -1.8437 -2.0077 1.3178 0.093
H -0.9202 -1.6086 -0.1372 0.035
H -2.0780 -2.9257 -0.1745 0.105
H -3.6323 -0.2803 -2.2596 0.070
H -2.9689 -1.9111 -2.2222 0.099
H -1.8933 -0.5174 -2.1037 0.073
H -2.5191 0.1466 5.2474 0.114
H -1.2796 -0.0189 7.3886 0.108
H 1.1805 -0.0553 7.4241 0.108
H 2.4852 0.0784 5.3173 0.115
H 3.2310 -1.3795 -1.9531 0.070
H 1.5122 -1.4542 -1.5657 0.066
H 2.4876 -2.9222 -1.5230 0.097
H 4.9517 -1.9868 -0.0978 0.070
H 4.0218 -3.3869 0.4204 0.097
H 4.4187 -2.1277 1.5857 0.083
H 0.7265 -1.8873 0.8433 0.027
H 1.9040 -2.2944 2.0850 0.092
H 1.6538 -3.3754 0.7117 0.105
F -1.2755 2.5975 -1.8828 0.045
C -0.2601 2.7345 -0.9954 -0.432
F -0.7376 3.4933 0.0718 0.006
C 0.7453 3.6596 -1.7047 -0.619
F 1.6642 4.1012 -0.8518 0.159
F 1.3425 3.0037 -2.7045 0.162
F 0.0866 4.6984 -2.1966 0.192
```

Max |F|: 0.55 eV/A
Charge: +1
Lowest unoccupied orbital energy: -4.0 eV
HOMO: -10.89 eV
Energy above the lowest of the compared OMol25 structures with the same formula, charge and spin: 7.6 kcal/mol
Frontier orbital gap: 6.91 eV

***

(4)
Density functional theory data (ωB97M-V with the def2-TZVPD basis set) for C10H19AsN3PdS6Sb as an isolated structure.

Geometry as XYZ:
```
41
Properties=species:S:1:pos:R:3:lowdin_charge:R:1
Pd -1.8495 -0.7061 -0.1085 -0.184
S -3.4900 0.0244 3.9398 -0.393
Sb -1.9661 -1.1937 2.6626 0.077
S -0.6582 -2.6065 0.0450 0.102
S -0.6873 0.5511 1.4481 -0.016
S -0.2605 -1.8970 4.0867 -0.270
C -0.7680 2.5913 -1.4346 -0.299
As -2.1231 1.2980 -1.8896 0.630
C -1.6981 0.0107 -3.2707 -0.294
C -3.0579 2.4878 -3.1609 -0.313
S -3.5734 1.0861 -0.3616 0.098
H 0.0376 2.5523 -2.1640 0.024
H -0.3898 2.3775 -0.4444 -0.046
H -1.2704 3.5539 -1.4429 0.024
H -1.0943 0.5305 -4.0145 0.036
H -2.6446 -0.3154 -3.6854 0.026
H -1.1575 -0.8351 -2.8802 -0.023
H -2.3576 2.8744 -3.9051 0.022
H -3.5107 3.3128 -2.6159 0.013
H -3.8436 1.9246 -3.6601 0.019
N 0.7984 0.0394 -1.5295 0.134
C 1.5077 -0.2487 -0.6630 -0.373
N 2.3589 -0.5763 0.3234 -0.084
C 3.0955 0.5314 0.9703 -0.166
C 2.5833 0.7454 2.3896 -0.203
C 2.8201 -0.5084 3.2569 -0.221
C 2.9592 -1.7700 2.3862 -0.199
C 1.9864 -1.7087 1.2183 -0.264
H 2.9702 1.4263 0.3685 0.112
H 4.1601 0.2801 0.9786 0.107
H 1.5129 0.9450 2.3214 0.003
H 3.0612 1.6274 2.8252 0.101
H 1.9615 -0.6450 3.9178 0.010
H 3.7156 -0.3825 3.8742 0.094
H 2.7160 -2.6538 2.9759 0.099
H 3.9839 -1.8788 2.0116 0.100
H 0.9742 -1.5768 1.6150 -0.044
H 1.9993 -2.6251 0.6327 0.081
S -3.5790 -2.1081 -1.2059 0.413
C -2.8321 -2.9775 -2.4510 -0.939
N -2.3904 -3.5568 -3.3599 0.005
```

⟨S²⟩: 2.023
Max |F|: 1.99 eV/A
Charge: -2
Lowest unoccupied orbital energy (spin up / spin down): 4.6 / 4.3 eV
Multiplicity: 3
HOMO (spin up / spin down): -1.04 / -1.36 eV
Energy above the lowest of the compared OMol25 structures with the same formula, charge and spin: 42.2 kcal/mol
Frontier orbital gap (spin up / spin down): 5.67 / 5.62 eV

***

(5)
Density functional theory data (ωB97M-V with the def2-TZVPD basis set) for C25H25BrN9O7Sc as an isolated structure.

Geometry as XYZ:
```
68
Properties=species:S:1:pos:R:3:lowdin_charge:R:1
Sc -0.4199 -0.2179 -0.0233 0.994
O 1.2913 -1.0844 4.0541 0.070
C 1.7428 -2.2937 3.6628 -0.252
C 2.1192 -3.2068 4.6458 -0.011
C 2.5758 -4.4593 4.2924 -0.078
C 2.6584 -4.8339 2.9529 -0.089
C 2.2940 -3.9360 1.9736 -0.023
C 1.8454 -2.6526 2.3082 -0.074
C 1.4699 -1.7051 1.2487 -0.403
O 0.8863 -0.5708 1.5295 -0.150
N 1.7747 -2.0521 0.0183 0.065
N 1.3421 -1.1510 -0.9120 -0.059
C 1.8021 -1.3246 -2.0942 -0.054
C 1.6204 -0.3296 -3.1448 -0.260
C 1.9111 -0.6353 -4.4718 -0.012
C 1.7842 0.3586 -5.4274 -0.057
C 1.3660 1.6172 -5.0315 -0.044
C 1.1002 1.8278 -3.6835 -0.117
N 1.2437 0.8946 -2.7575 0.117
H 1.0200 -0.6115 3.2437 0.057
H 2.0355 -2.9098 5.6831 0.118
H 2.8604 -5.1590 5.0680 0.104
H 3.0073 -5.8221 2.6846 0.099
H 2.3409 -4.1959 0.9266 0.102
H 2.3944 -2.2134 -2.2962 0.132
H 2.2253 -1.6344 -4.7448 0.116
H 2.0045 0.1513 -6.4664 0.110
H 1.2623 2.4247 -5.7423 0.107
H 0.7583 2.7981 -3.3385 0.114
Br -0.4037 -4.3470 -1.4287 0.819
C -1.8158 -3.1941 -1.9138 -0.721
C -3.0142 -3.7464 -2.3316 -0.094
C -4.0073 -2.8876 -2.7702 -0.033
C -3.7524 -1.5289 -2.8035 0.015
C -2.5258 -1.0792 -2.3531 -0.174
N -1.5652 -1.8909 -1.8872 0.071
C -2.1485 0.3898 -2.3663 -0.540
O -2.6004 1.1230 -3.2195 0.101
O -1.3065 0.7054 -1.4386 -0.137
H -3.1566 -4.8163 -2.3118 0.104
H -4.9597 -3.2805 -3.0994 0.116
H -4.4779 -0.8111 -3.1586 0.127
C -0.4966 1.9824 2.4694 -0.153
N -0.3624 1.9644 0.9867 -0.135
C 0.9546 2.5725 0.6559 -0.158
N 1.0799 3.9235 1.1816 -0.081
C 0.9093 3.8802 2.6364 -0.160
N -0.3924 3.3270 3.0135 -0.081
C -1.4413 4.1580 2.4213 -0.163
N -1.3175 4.2134 0.9654 -0.081
C -1.4228 2.8632 0.4365 -0.157
C 0.0012 4.7448 0.6239 -0.162
H 0.3002 1.3756 2.8971 0.115
H -1.4634 1.5542 2.7371 0.134
H 1.0656 2.5935 -0.4312 0.123
H 1.7415 1.9485 1.0848 0.131
H 0.9932 4.8958 3.0268 0.127
H 1.6977 3.2648 3.0745 0.131
H -1.3751 5.1678 2.8301 0.127
H -2.4142 3.7350 2.6791 0.130
H -1.3313 2.8920 -0.6466 0.122
H -2.3944 2.4418 0.6974 0.134
H 0.0926 5.7595 1.0152 0.127
H 0.1021 4.7724 -0.4631 0.128
O -2.2813 -0.1988 0.9256 -0.029
N -2.3085 -1.4539 0.7587 -0.504
O -3.3417 -2.0724 0.6423 0.136
O -1.1776 -2.0143 0.7060 -0.074
```

Max |F|: 2.72 eV/A
Lowest unoccupied orbital energy: -0.7 eV
HOMO: -8.20 eV
Energy above the lowest of the compared OMol25 structures with the same formula, charge and spin: 34.3 kcal/mol
Frontier orbital gap: 7.50 eV

***

(6)
Density functional theory data (ωB97M-V with the def2-TZVPD basis set) for C36H34N6O3PS2Ti as an isolated structure.

Geometry as XYZ:
```
83
Properties=species:S:1:pos:R:3:lowdin_charge:R:1
Ti -0.4587 0.6532 -0.2083 0.752
S 3.3002 -0.0511 6.0731 1.033
N 2.3038 -1.0721 5.3145 -0.213
C 1.7896 -0.4638 4.2539 -0.301
C 0.8780 -1.0320 3.3098 -0.097
C 0.3593 -2.3278 3.3757 0.014
C -0.4678 -2.7611 2.3402 -0.041
C -0.7831 -1.9091 1.2986 -0.122
N -0.3259 -0.6397 1.2152 -0.093
C 0.5185 -0.2112 2.2172 -0.174
C 1.0124 1.1067 2.0695 -0.147
N 0.6131 1.7646 0.9340 -0.033
C 1.0464 3.0247 0.7586 -0.082
C 1.8411 3.6853 1.6779 -0.027
C 2.2594 3.0327 2.8354 0.025
C 1.8662 1.7081 3.0245 -0.091
C 2.2716 0.8804 4.1153 -0.302
N 3.1193 1.2108 5.0791 -0.213
H 0.6093 -2.9663 4.2051 0.119
H -0.8616 -3.7663 2.3447 0.112
H -1.4256 -2.2282 0.4798 0.127
H 0.7238 3.5123 -0.1564 0.119
H 2.1323 4.7091 1.4971 0.113
H 2.8690 3.5200 3.5778 0.123
O -1.2782 -0.1000 -1.9578 -0.425
S -0.7900 1.0923 -2.7153 0.530
O -1.7568 1.6141 -3.6270 -0.238
O -0.3341 2.0422 -1.6683 -0.373
C 0.7599 0.7421 -3.5342 -0.253
C 1.0446 1.3745 -4.7307 -0.035
C 2.3333 1.3165 -5.2412 -0.042
C 3.3112 0.5830 -4.5819 -0.043
C 3.0164 -0.0687 -3.3982 -0.056
C 1.7451 0.0524 -2.8367 -0.309
P 1.3140 -0.7537 -1.2605 1.101
C 2.7747 -0.6088 -0.1904 -0.351
C 2.9867 -1.6012 0.7651 -0.103
C 3.9188 -1.4142 1.7690 -0.062
C 4.6247 -0.2232 1.8392 -0.065
C 4.3986 0.7810 0.9095 -0.064
C 3.4728 0.5971 -0.1034 -0.085
C 1.3291 -2.4493 -1.9524 -0.317
C 2.4803 -3.2289 -1.9872 -0.088
C 2.4733 -4.4310 -2.6728 -0.063
C 1.3317 -4.8532 -3.3352 -0.068
C 0.1863 -4.0752 -3.3055 -0.065
C 0.1790 -2.8775 -2.6146 -0.081
H 0.2595 1.9065 -5.2484 0.121
H 2.5760 1.8424 -6.1513 0.115
H 4.3064 0.5149 -4.9946 0.115
H 3.7632 -0.6655 -2.8930 0.115
H 2.4108 -2.5171 0.7195 0.112
H 4.0893 -2.1904 2.5009 0.117
H 5.3500 -0.0756 2.6246 0.112
H 4.9438 1.7098 0.9833 0.114
H 3.2869 1.3823 -0.8285 0.116
H 3.3779 -2.9052 -1.4806 0.101
H 3.3708 -5.0295 -2.7061 0.110
H 1.3355 -5.7851 -3.8786 0.109
H -0.6974 -4.3931 -3.8367 0.110
H -0.7097 -2.2594 -2.5936 0.092
C -4.9513 2.7399 -1.0996 -0.048
C -4.7242 1.2314 -1.0202 -0.179
N -4.4683 0.7629 0.3369 -0.064
C -5.5699 0.1038 1.0169 -0.198
C -6.5684 1.0936 1.6085 -0.056
C -3.2509 0.9017 0.8815 -0.369
C -3.0139 0.4399 2.2949 0.015
N -2.2463 1.4722 0.2833 0.044
H -5.1105 3.0197 -2.1358 0.086
H -4.1028 3.2999 -0.7152 0.075
H -5.8292 3.0221 -0.5266 0.067
H -3.8908 0.9274 -1.6692 0.111
H -5.6192 0.7225 -1.3795 0.127
H -5.1798 -0.5401 1.8041 0.109
H -6.0750 -0.5383 0.2888 0.127
H -6.0717 1.7746 2.2930 0.079
H -7.3369 0.5539 2.1524 0.082
H -7.0484 1.6726 0.8266 0.067
H -3.7552 0.8745 2.9646 0.097
H -2.0228 0.7826 2.6018 0.083
H -3.0595 -0.6463 2.3843 0.088
H -2.4797 1.9051 -0.6100 0.051
```

⟨S²⟩: 2.025
Max |F|: 2.92 eV/A
Charge: +1
Lowest unoccupied orbital energy (spin up / spin down): -2.9 / -3.2 eV
Multiplicity: 3
HOMO (spin up / spin down): -8.38 / -11.11 eV
Energy above the lowest of the compared OMol25 structures with the same formula, charge and spin: 39.7 kcal/mol
Frontier orbital gap (spin up / spin down): 5.44 / 7.95 eV

***

Please write out number 4 again, unchanged.
Density functional theory data (ωB97M-V with the def2-TZVPD basis set) for C10H19AsN3PdS6Sb as an isolated structure.

Geometry as XYZ:
```
41
Properties=species:S:1:pos:R:3:lowdin_charge:R:1
Pd -1.8495 -0.7061 -0.1085 -0.184
S -3.4900 0.0244 3.9398 -0.393
Sb -1.9661 -1.1937 2.6626 0.077
S -0.6582 -2.6065 0.0450 0.102
S -0.6873 0.5511 1.4481 -0.016
S -0.2605 -1.8970 4.0867 -0.270
C -0.7680 2.5913 -1.4346 -0.299
As -2.1231 1.2980 -1.8896 0.630
C -1.6981 0.0107 -3.2707 -0.294
C -3.0579 2.4878 -3.1609 -0.313
S -3.5734 1.0861 -0.3616 0.098
H 0.0376 2.5523 -2.1640 0.024
H -0.3898 2.3775 -0.4444 -0.046
H -1.2704 3.5539 -1.4429 0.024
H -1.0943 0.5305 -4.0145 0.036
H -2.6446 -0.3154 -3.6854 0.026
H -1.1575 -0.8351 -2.8802 -0.023
H -2.3576 2.8744 -3.9051 0.022
H -3.5107 3.3128 -2.6159 0.013
H -3.8436 1.9246 -3.6601 0.019
N 0.7984 0.0394 -1.5295 0.134
C 1.5077 -0.2487 -0.6630 -0.373
N 2.3589 -0.5763 0.3234 -0.084
C 3.0955 0.5314 0.9703 -0.166
C 2.5833 0.7454 2.3896 -0.203
C 2.8201 -0.5084 3.2569 -0.221
C 2.9592 -1.7700 2.3862 -0.199
C 1.9864 -1.7087 1.2183 -0.264
H 2.9702 1.4263 0.3685 0.112
H 4.1601 0.2801 0.9786 0.107
H 1.5129 0.9450 2.3214 0.003
H 3.0612 1.6274 2.8252 0.101
H 1.9615 -0.6450 3.9178 0.010
H 3.7156 -0.3825 3.8742 0.094
H 2.7160 -2.6538 2.9759 0.099
H 3.9839 -1.8788 2.0116 0.100
H 0.9742 -1.5768 1.6150 -0.044
H 1.9993 -2.6251 0.6327 0.081
S -3.5790 -2.1081 -1.2059 0.413
C -2.8321 -2.9775 -2.4510 -0.939
N -2.3904 -3.5568 -3.3599 0.005
```

⟨S²⟩: 2.023
Max |F|: 1.99 eV/A
Charge: -2
Lowest unoccupied orbital energy (spin up / spin down): 4.6 / 4.3 eV
Multiplicity: 3
HOMO (spin up / spin down): -1.04 / -1.36 eV
Energy above the lowest of the compared OMol25 structures with the same formula, charge and spin: 42.2 kcal/mol
Frontier orbital gap (spin up / spin down): 5.67 / 5.62 eV